[1]
Density functional theory data (wB97M-V/def2-TZVPD) for a 14-piece molecular cluster, C45H96N14O15 overall.

## Properties
Charge: 0
Orbital gap (eV): 8.014
F_max (eV/A): 4.565

```
170
Properties=species:S:1:pos:R:3:forces:R:3:mulliken_charge:R:1
C -1.155518 5.697028 1.551630 -4.40 0.88 -0.84 0.10
O -2.119298 6.539648 1.607130 3.80 -2.09 -0.03 -0.66
N -0.664258 5.174968 0.396450 -0.79 1.55 0.96 0.38
C 0.067702 3.943158 0.377390 -0.17 0.33 0.44 0.01
C -0.954978 5.770268 -0.884390 1.27 -0.03 -0.93 -1.06
H -0.879838 5.079808 2.420680 0.36 0.49 0.18 0.29
H -0.587108 3.138198 0.043670 0.19 -0.08 -0.21 0.07
H 0.361092 3.734658 1.406240 0.20 -0.10 -0.14 0.16
H 0.937322 4.083368 -0.264650 0.16 -0.44 0.04 -0.28
H -1.537228 6.689808 -0.943870 -0.52 -0.57 0.73 0.39
H 0.007952 6.078778 -1.291420 0.37 0.13 -0.19 0.29
H -1.258978 4.990528 -1.582730 -0.61 0.11 0.04 0.33
C -4.313928 -3.724832 0.875340 2.34 0.08 0.29 0.11
O -3.106808 -4.056252 0.757230 -2.64 0.71 0.10 -0.46
N -4.869218 -3.236612 1.999770 -0.66 1.05 0.41 0.36
C -6.321158 -3.090732 2.106420 -0.69 -0.42 -0.45 -1.03
C -4.149508 -3.059682 3.280960 0.02 -1.93 -0.20 -1.39
H -5.039068 -3.708672 0.047020 0.18 -0.36 -0.07 0.27
H -6.887448 -3.463512 1.252920 0.66 -0.19 -0.54 0.39
H -6.710668 -2.075872 2.186620 0.56 0.21 0.51 0.26
H -6.724108 -3.728692 2.893030 0.25 0.28 0.49 0.35
H -4.543228 -2.338342 3.997020 -0.11 0.43 -0.67 0.61
H -4.300898 -4.024652 3.764720 0.06 -0.16 0.53 0.64
H -3.065388 -3.023102 3.174020 -0.16 0.53 -0.43 0.00
C 4.728022 4.480548 -3.662900 -0.62 -1.07 -0.96 -0.15
O 4.730832 3.287688 -3.429350 0.58 -0.17 0.04 -0.49
N 3.740832 5.293148 -3.306270 -2.26 2.55 1.46 0.30
C 3.909722 6.754978 -3.376710 -0.63 1.32 -0.94 -1.09
C 2.528092 4.844808 -2.543760 0.66 -0.37 -0.01 -0.42
H 5.393922 4.980198 -4.383400 0.63 -0.03 0.39 0.36
H 4.853412 7.245108 -3.137300 0.40 -0.96 0.56 0.39
H 3.155362 7.336278 -2.846490 -0.08 -0.78 0.91 0.33
H 3.697062 7.239658 -4.329580 0.04 -0.86 -0.93 0.36
H 2.627002 3.779128 -2.337290 0.24 0.17 0.25 -0.29
H 2.379302 5.448458 -1.648460 0.64 -0.17 0.31 0.33
H 1.541882 4.922558 -3.001400 0.36 0.29 -1.13 0.38
C 4.475372 0.660438 1.926170 -0.25 2.51 2.10 0.07
O 4.432812 0.538388 3.175700 -0.55 -0.02 -2.89 -0.65
N 3.755012 1.667308 1.219690 2.21 -0.87 0.82 0.41
C 2.863972 2.609188 1.829920 -0.89 0.05 0.81 -0.97
C 4.137392 2.084738 -0.102340 1.24 -0.72 -1.96 -0.76
H 5.241322 0.120898 1.347880 -0.58 -0.04 -0.42 0.50
H 2.868412 2.736318 2.912470 0.06 -1.34 0.24 0.36
H 1.901932 2.273318 1.442920 -0.50 0.71 0.49 0.01
H 3.046982 3.664148 1.625820 0.27 -0.08 -1.19 0.41
H 4.799022 2.936108 -0.262100 0.19 0.56 1.23 0.46
H 4.734882 1.330108 -0.613850 -0.17 -0.56 0.19 0.18
H 3.369492 2.334878 -0.834360 -0.83 -0.45 0.58 -0.10
C -4.132258 -1.541042 -3.710500 -0.94 1.63 0.75 -0.03
O -4.124848 -0.636032 -2.870550 0.29 -0.65 -1.03 -0.61
N -3.614708 -2.741522 -3.575610 1.53 -2.47 0.91 0.37
C -3.874498 -3.790272 -4.581290 1.64 0.35 -0.03 -0.96
C -2.657558 -3.042812 -2.440680 -1.15 1.48 -0.22 -0.89
H -4.634688 -1.477422 -4.688110 -0.28 0.47 -0.01 0.32
H -4.789188 -3.691522 -5.165840 -0.13 0.15 0.54 0.33
H -3.754478 -4.776582 -4.133080 -0.53 0.11 0.20 0.30
H -3.043818 -3.736392 -5.284970 0.01 -0.14 -0.40 0.37
H -3.164708 -3.572822 -1.634460 0.29 -0.41 -0.25 0.39
H -1.674948 -3.434262 -2.704030 -0.43 -0.57 -0.55 0.37
H -2.420608 -2.064712 -2.022020 -0.16 0.10 0.09 0.00
C 0.634392 -5.179682 0.267690 3.22 0.95 -1.28 0.11
O 1.739442 -4.864472 -0.257560 -2.50 -0.68 0.39 -0.65
N 0.490172 -5.194532 1.586080 -2.41 -1.10 0.27 0.24
C -0.933828 -5.467272 2.105500 1.46 1.69 0.46 -1.02
C 1.568412 -4.806862 2.461280 -0.22 -0.98 1.37 -0.92
H -0.267348 -5.453212 -0.301730 0.20 0.02 -0.01 0.32
H -1.587508 -6.010832 1.423340 0.59 -0.01 -0.13 0.33
H -1.360828 -4.472592 2.233500 -0.34 -0.13 -0.14 0.33
H -0.977028 -5.885982 3.110950 0.61 -0.49 -0.19 0.33
H 1.357322 -3.873022 2.982310 0.18 0.31 -0.26 0.24
H 1.599202 -5.558072 3.250480 -0.08 -0.04 0.31 0.37
H 2.573732 -4.867782 2.044490 -0.49 0.43 -0.62 0.31
C 4.818642 -1.299452 -5.599510 0.87 0.30 -0.73 0.28
O 5.288442 -2.415532 -5.574750 -0.22 -0.80 0.54 -0.65
N 5.238272 -0.361392 -6.473610 -0.19 1.65 -1.54 0.14
C 6.370702 -0.649632 -7.484560 -0.08 1.23 1.26 -0.97
C 4.589672 1.042578 -6.384070 1.76 -0.75 0.34 -0.59
H 4.054922 -0.915612 -4.905550 -0.11 -0.13 0.03 0.25
H 6.147712 -0.569612 -8.548500 -0.95 -0.41 0.17 0.31
H 6.959792 -1.543542 -7.279620 -0.93 -0.32 0.24 0.32
H 7.142322 0.114978 -7.394700 -0.17 0.49 0.48 0.35
H 4.552862 1.552528 -7.346720 -0.21 -0.46 -0.08 0.36
H 3.634242 1.094128 -5.861970 -0.09 -0.73 -0.44 -0.20
H 5.196552 1.668558 -5.729890 0.40 0.01 -0.09 0.40
C -3.416328 -2.707182 6.784100 -0.38 -2.16 2.00 0.37
O -4.194578 -1.843652 6.427940 0.57 0.19 0.16 -0.66
N -3.325888 -3.257842 8.078700 -1.11 1.57 -1.01 0.08
C -2.555018 -4.465562 8.439130 -0.97 1.39 -1.01 -0.85
C -3.970778 -2.513362 9.165550 0.38 -0.59 0.57 -1.03
H -2.797728 -3.308952 6.100420 0.23 0.27 -0.23 0.17
H -3.224618 -5.324932 8.404270 0.16 -0.18 0.05 0.28
H -2.210668 -4.314192 9.462170 0.56 -0.20 -0.31 0.34
H -1.804268 -4.507642 7.650020 0.52 -0.58 0.58 0.29
H -4.350848 -3.140612 9.971900 -0.26 -0.71 -0.41 0.38
H -3.179938 -2.000812 9.713230 -0.11 0.86 -0.24 0.36
H -4.813378 -1.900962 8.844470 0.53 0.18 -0.23 0.29
C 2.068442 -2.625902 6.921570 -1.69 -0.61 0.03 0.06
O 1.080012 -3.405522 6.922730 2.02 2.00 -0.12 -0.58
N 2.121012 -1.344042 6.457470 -1.00 -0.54 0.35 0.17
C 0.963442 -0.723532 5.840450 -0.50 0.34 0.03 -0.99
C 3.363352 -0.679342 6.099800 -0.24 -0.95 -0.32 -0.87
H 3.027832 -2.902692 7.385420 -0.02 -0.20 -0.13 0.30
H 0.070452 -1.236872 6.197030 0.00 0.15 -0.31 0.28
H 0.984492 -0.584042 4.759620 0.25 -1.32 -0.53 0.31
H 0.902602 0.350798 6.014270 0.10 0.08 1.28 0.38
H 3.563742 -1.111722 5.119500 0.60 1.03 -0.38 0.43
H 3.119272 0.382908 6.112110 0.66 -0.06 -0.30 0.24
H 4.214742 -0.930962 6.732190 -0.27 0.09 0.31 0.27
C 0.994882 1.336868 -6.207010 -0.15 1.11 -0.36 0.14
O 1.151622 2.568198 -6.331390 -0.59 -2.54 0.49 -0.68
N -0.059038 0.660888 -5.681850 -0.98 -0.24 0.30 0.31
C -0.276368 -0.792422 -5.692490 -0.23 0.48 -1.59 -0.99
C -1.298528 1.273358 -5.207290 0.72 0.80 -0.22 -0.90
H 1.717272 0.592238 -6.575650 0.32 0.22 -0.01 0.35
H -0.699088 -1.154362 -4.755260 0.76 -0.02 0.29 0.20
H 0.510582 -1.382722 -6.161910 0.49 0.15 0.75 0.37
H -1.091378 -0.949672 -6.398990 -0.36 -0.08 -0.15 0.44
H -2.155628 1.091958 -5.855810 0.09 -0.47 -0.27 0.37
H -1.493898 0.821878 -4.234620 -0.28 0.62 0.18 0.17
H -1.170568 2.355478 -5.234700 0.07 -0.05 0.66 0.25
C 6.774052 -1.856502 -1.168460 -0.80 -2.57 -2.13 -0.13
O 6.549522 -0.884582 -0.523860 -0.53 1.86 1.57 -0.46
N 5.792282 -2.760472 -1.579960 3.18 0.26 -0.26 0.34
C 6.049762 -3.952112 -2.420320 0.27 0.83 0.72 -0.95
C 4.486842 -2.612342 -1.099190 -1.45 -1.13 0.26 -0.95
H 7.791042 -2.066942 -1.534030 -0.07 -0.38 -0.15 0.29
H 6.119422 -4.820222 -1.764860 -0.16 -0.23 -0.15 0.34
H 6.991472 -3.852402 -2.960090 -0.08 0.14 0.00 0.32
H 5.236202 -4.056842 -3.138120 0.13 -0.03 0.00 0.33
H 4.036032 -3.600112 -1.003420 -0.03 -0.27 0.02 0.45
H 4.472422 -2.241342 -0.074370 -0.20 0.79 -0.37 0.24
H 3.877452 -2.151822 -1.876790 -0.39 0.80 0.51 0.18
C -2.861078 2.532248 2.328330 0.98 -0.84 1.78 0.29
O -2.991988 2.962828 1.217000 -0.68 -0.01 -0.85 -0.47
N -3.661658 1.710558 3.068030 -0.80 -1.59 -0.34 0.10
C -4.757858 0.958228 2.351550 0.21 0.44 1.45 -0.65
C -3.124908 1.064108 4.330410 -0.01 0.95 -0.35 -1.13
H -1.951328 2.715978 2.920610 0.25 0.48 0.08 0.15
H -4.604618 -0.105082 2.535950 0.25 -0.13 -0.42 0.00
H -4.866908 1.205568 1.295610 0.54 0.06 0.16 0.26
H -5.710968 1.168838 2.836660 -0.06 0.25 0.01 0.38
H -2.570038 1.787318 4.928060 0.13 0.33 -0.39 0.44
H -3.869338 0.726538 5.051500 -0.61 0.02 -0.64 0.42
H -2.447468 0.223178 4.182020 -0.07 -0.12 -0.56 0.31
C -5.739128 6.210448 -1.916610 0.74 -0.91 -0.39 0.04
O -5.869048 6.614408 -0.774580 0.11 -0.34 -0.85 -0.54
N -4.883758 5.211278 -2.335220 1.28 -0.74 0.74 0.19
C -4.873748 4.521508 -3.627400 -1.37 -0.52 1.01 -0.88
C -4.143868 4.390658 -1.325790 -0.72 1.00 -0.16 -1.08
H -6.283238 6.591818 -2.794510 -0.24 0.32 0.09 0.29
H -5.082968 3.477628 -3.393640 -0.33 -0.30 0.03 0.36
H -3.907968 4.408008 -4.119820 0.03 1.07 -0.18 0.23
H -5.740718 4.834398 -4.209280 0.52 0.33 -0.54 0.35
H -3.770608 5.059718 -0.550470 -0.12 -0.33 0.16 0.26
H -4.831538 3.638858 -0.938500 0.03 0.07 0.37 0.62
H -3.321948 3.835708 -1.778090 0.02 0.32 -0.22 0.12
C -0.142378 -1.587822 1.446700 3.16 -0.19 -1.40 -0.46
C -1.101008 -0.765072 0.943440 -0.70 0.96 -0.43 -0.57
C -0.834498 0.238588 -0.013340 2.01 -0.38 -0.49 -1.14
C 0.495832 0.309878 -0.613260 -2.10 -1.59 1.97 0.01
C 1.524792 -0.542472 -0.118110 -1.90 -0.53 0.84 -0.48
C 1.196042 -1.450462 0.965550 -0.69 1.12 -1.11 -0.42
N 0.701052 1.180278 -1.803080 0.34 0.00 1.78 1.64
O 1.811722 1.070448 -2.279150 -0.31 0.43 -0.97 -0.68
O -0.167768 1.988858 -2.104380 0.64 -0.74 -0.26 -0.60
H -0.393728 -2.447632 2.049990 0.00 0.20 0.39 0.01
H -2.062918 -1.016432 1.365280 -0.65 0.79 -0.45 0.63
H -1.572798 0.955978 -0.339930 -0.24 -0.19 -0.08 0.92
H 2.470912 -0.592622 -0.636520 0.15 0.15 0.29 0.40
H 1.958232 -2.091492 1.383340 0.18 -0.05 -0.25 0.56
```
Forces are in eV/Å.

***

[2]
Density functional theory data (wB97M-V/def2-TZVPD) for one molecule with the formula C6H11N.

## Properties
Charge: 0
Orbital gap (eV): 9.636
SMILES: C/C=C/C/C=C/N
Relative energy (zero: lowest compared OMol25 entry of this formula, charge and spin) (kcal per mole): 77.39
F_max (eV/A): 5.613

```
18
Properties=species:S:1:pos:R:3:forces:R:3:mulliken_charge:R:1
C 2.308088 -0.252041 2.724939 -3.83 -1.43 -3.28 -0.93
C 1.806748 -0.705187 1.240333 -2.37 4.24 2.81 -0.25
C 0.676827 -0.082733 0.796361 2.44 0.39 -1.64 -0.42
C 0.328507 0.048639 -0.707968 -0.37 0.14 0.17 -0.38
C -1.178338 0.252135 -0.877870 2.24 -1.82 -1.35 -0.25
C -1.778217 -0.008320 -2.055072 -2.13 0.60 1.56 -0.33
N -3.251304 0.247692 -1.864063 0.68 -1.27 -2.79 -0.59
H 1.840939 0.752107 2.720888 0.36 -0.75 1.23 0.25
H 3.339450 -0.221120 2.793703 1.97 -0.07 0.28 0.35
H 1.821134 -1.096047 3.251293 0.51 1.16 0.95 0.25
H 2.512711 -1.028486 0.586312 1.59 -1.91 -1.90 0.41
H 0.248271 0.774802 1.348070 -0.19 -1.07 0.33 0.22
H 0.636751 -0.808324 -1.321470 0.06 -0.05 0.40 0.34
H 0.855144 0.910313 -1.189303 -0.13 -0.37 0.78 0.24
H -1.677709 0.302908 0.088783 -0.60 0.56 -0.64 0.34
H -1.357216 -0.428180 -3.047090 -0.66 1.02 1.93 0.27
H -3.759761 0.117741 -2.757225 0.36 -0.34 0.69 0.25
H -3.372025 1.224101 -1.730621 0.07 0.96 0.50 0.23
```
Forces are in eV/Å.

***

[3]
Density functional theory data (wB97M-V/def2-TZVPD) for C4H6N2O as an isolated structure.

## Properties
Charge: 0
Orbital gap (eV): 8.620
Relative energy (zero: lowest compared OMol25 entry of this formula, charge and spin) (kcal per mole): 207.99
F_max (eV/A): 6.831

```
13
Properties=species:S:1:pos:R:3:forces:R:3:mulliken_charge:R:1
C -0.259361 -0.465190 -2.434986 -4.58 -1.81 4.73 -1.04
C 0.878496 -0.744944 -1.666325 2.26 0.63 -1.91 0.68
N 1.991528 -0.844655 -1.374288 -0.20 -0.32 0.49 -0.52
C 0.569088 -0.162756 1.017381 0.12 -0.21 -1.16 -0.68
C -0.272099 0.533723 1.709226 0.27 -0.88 0.38 0.71
O -0.580679 0.526260 2.978798 -0.67 0.31 1.39 -0.46
N -0.618023 1.277100 0.655006 -0.29 0.11 0.06 -0.46
H -0.933491 -1.220546 -2.791569 0.79 -1.12 -1.13 0.35
H -0.939513 0.350138 -2.282766 0.85 1.60 -0.07 0.36
H -0.996495 -0.936769 -0.998786 1.22 0.98 -2.55 0.21
H 1.608685 -0.397980 0.929511 0.18 0.25 -0.14 0.30
H -0.014916 -0.165443 3.368936 -0.37 0.40 0.13 0.34
H -0.458183 2.262689 0.888820 0.43 0.07 -0.24 0.20
```
Forces are in eV/Å.